A molecular structure, C24H44N2OP2PbSi at a distorted geometry, computed with wB97M-V/def2-TZVPD.

* LUMO: 0.0146 Eh
* highest occupied orbital energy: -6.3371 eV
* max |F|: 8.0 eV/Å
* calculated total energy: -62327.198 eV
* total charge: 0

```
75
C24H44N2OP2PbSi wB97M-V/def2-TZVPD
Pb -0.15600 -0.94278 -0.82251
P 2.32530 -1.06578 -0.98971
P -2.63660 -0.81568 -0.61101
Si -1.11610 1.85372 1.84179
O -0.12060 -2.46448 0.35919
N 0.00140 0.75952 0.79639
N -0.19750 0.11342 -2.26401
C -0.23300 3.34682 2.60709
C 3.11900 2.36612 2.04879
C 3.26580 -1.01648 0.60349
C 1.43550 0.21462 2.71379
C -1.55950 1.00912 3.50099
C -0.15610 2.33372 -3.20841
C 0.20200 -3.54998 1.18539
C 2.02500 2.06652 1.22699
C 3.08970 -2.54658 -1.81751
C 2.53300 0.52692 3.52569
C -3.67380 -2.18718 -1.31981
C -0.61950 -3.47348 2.47749
C -2.56190 2.79502 1.09449
C 3.37140 1.59932 3.19369
C -0.11410 2.62412 -5.62511
C -0.17250 0.92162 -3.36591
C -0.12680 3.16752 -4.32891
C 3.05910 0.33072 -1.94301
C 1.17210 0.97762 1.54859
C -0.15960 0.38152 -4.67901
C -0.13100 1.22932 -5.79091
C -3.34460 0.67242 -1.43731
C -0.02070 -4.86508 0.42669
C -3.30710 -0.70068 1.10949
H 0.78690 -0.60808 2.98519
H -0.17240 -0.70668 -4.79631
H -0.65220 0.87422 4.11909
H -0.71770 -4.70658 -0.41381
H -3.17440 0.58802 -2.52311
H 2.73110 -0.05818 4.41359
H 1.81930 2.68012 0.35999
H -0.94910 3.89912 3.25019
H -0.45650 -5.62318 1.10189
H 3.76520 3.19892 1.80369
H -2.93580 3.50162 1.86369
H -4.42480 0.77712 -1.23421
H 2.75590 0.23962 -2.99881
H -0.16500 2.74162 -2.19301
H 0.14250 4.02982 1.82039
H -0.84670 -2.42058 2.72109
H 4.19340 -2.49058 -1.84121
H -3.42170 -3.13028 -0.80611
H 2.64910 1.27422 -1.54731
H 4.21600 1.83802 3.82669
H -3.43530 2.17502 0.83739
H 4.34480 -1.19418 0.44859
H -0.05130 -3.90138 3.31939
H -0.11350 4.25462 -4.19181
H 2.86120 -1.78318 1.28509
H 3.11770 -0.02718 1.06679
H -4.75600 -1.99048 -1.21211
H 4.16080 0.33772 -1.87001
H -2.02300 0.00832 3.42699
H -1.57040 -4.02518 2.37329
H -2.92700 0.22462 1.57349
H -3.42800 -2.30048 -2.38941
H -4.41150 -0.69398 1.12189
H -2.24030 1.67252 4.07119
H 0.93040 -5.25928 0.02729
H -0.09130 3.28282 -6.49941
H 2.70540 -2.61258 -2.84961
H -2.93610 -1.55938 1.69369
H 2.78360 -3.45878 -1.27711
H 0.59690 3.02382 3.26889
H -2.20880 3.38842 0.22659
H -0.12130 0.79852 -6.79841
H -2.80370 1.56042 -1.07171
H 1.28160 -3.48058 1.45029
```

Results of the Mulliken charge analysis, in e, for atoms 1 through 5:
1. Pb 0.737
2. P 0.580
3. P 0.624
4. Si 0.040
5. O -0.539

12 unconnected molecules or ions with the total composition C6H37N2O11 at a distorted geometry, computed with wB97M-V/def2-TZVPD.

* LUMO: -0.1004 Eh
* highest occupied orbital energy: -10.6058 eV
* max |F|: 3.6 eV/Å
* calculated total energy: -32317.988 eV
* total charge: +1

```
56
C6H37N2O11 wB97M-V/def2-TZVPD
O 0.33165 0.20675 -4.33066
O 0.98758 2.30977 2.90651
O -0.56614 -2.21397 -3.64416
O -1.40068 -2.53105 1.05720
O 1.02804 -2.96594 2.26945
O -0.38265 -2.68315 4.22439
O 2.37464 -0.89422 2.42221
O -1.75512 -1.17739 -1.02005
O -4.31586 0.52318 -2.99746
O -0.12563 -4.07956 -1.62716
O 0.50413 0.12675 4.19791
N 0.80833 -0.95234 0.00309
N -2.21917 2.10301 0.36360
C -0.82335 1.96377 0.48168
C 0.14826 2.25794 -0.40034
C 1.50474 1.63907 -0.04358
C 0.04058 2.92992 -1.70417
C 1.02565 4.04791 -1.91675
C 1.47618 0.21340 -0.69190
H -1.07193 -2.03285 4.41193
H -4.09417 1.31354 -2.49058
H -0.02444 2.10312 -2.53127
H -0.99631 3.21904 -1.94647
H 1.06501 0.59525 -3.85521
H -1.04110 -2.34415 -4.46447
H 1.91756 2.53320 3.05204
H 3.17255 -0.56710 1.96195
H 1.41421 4.07196 -2.93488
H 0.10978 -0.69603 -4.03618
H -1.27345 -3.40716 1.44509
H -0.65669 1.41458 1.44856
H 0.28627 -2.96257 2.89045
H 0.68792 0.86044 4.79384
H 1.79614 -2.89688 2.84087
H 0.71401 0.58995 3.35656
H -0.19990 -0.84230 0.20287
H -2.61724 -0.74413 -0.99849
H -2.79429 1.92823 1.16132
H 0.54778 3.02381 3.38546
H 1.38992 -1.09896 0.86919
H 0.36411 -2.07590 4.32299
H 0.73101 -4.40726 -1.90678
H 1.89587 3.85579 -1.29928
H 1.71058 1.61244 1.00470
H 2.26403 -0.42427 3.26852
H -1.65367 -1.77525 -1.76350
H -2.34527 -2.34648 1.12685
H -0.66803 -4.68320 -1.11894
H -0.29572 -2.92384 -3.05037
H 2.46729 -0.18238 -0.92992
H 1.01634 0.48628 -1.63768
H -2.68890 2.56624 -0.38641
H 2.39918 2.16178 -0.40249
H -3.53194 -0.00756 -3.16353
H 0.74354 -1.71478 -0.67362
H 0.61877 4.97350 -1.50296
```

Results of the Mulliken charge analysis, in e, for atoms 1 through 5:
1. O -0.659
2. O -0.556
3. O -0.686
4. O -0.496
5. O -0.754

2 unconnected molecules or ions with the total composition C2H6NOS at a distorted geometry, computed with wB97M-V/def2-TZVPD.

* LUMO: 0.1480 Eh
* highest occupied orbital energy: -2.8860 eV
* max |F|: 1.4 eV/Å
* calculated total energy: -16544.379 eV
* total charge: -1

```
11
C2H6NOS wB97M-V/def2-TZVPD
S -0.13572 -1.84442 -0.79782
O -0.22399 0.21698 2.03565
N 0.65347 2.12716 -0.70287
C 0.23338 0.30736 0.90170
C -0.35269 1.17044 -0.22208
H 0.47189 3.11870 -0.51477
H -1.25018 1.63686 0.20222
H -0.68663 0.45858 -1.00810
H 0.93807 2.00498 -1.66066
H 1.22640 -0.20268 0.63015
H -0.59463 -2.99844 -0.32652
```

Results of the Mulliken charge analysis, in e, for atoms 1 through 5:
1. S -0.770
2. O -0.592
3. N -0.516
4. C 0.038
5. C -0.250

What is the total charge in the second record? +1

Among the records above, which one has the highest total charge? C6H37N2O11